Entry 1:
{
  "formula": "C18H57N3O9",
  "method": "the ωB97M-V functional and the def2-TZVPD basis",
  "lumo_ev": 0.5,
  "smiles": "COC[C@H](C)N.COC[C@H](C)N.COC[C@H](C)N.CO.CO.CO.CO.CO.CO",
  "largest_force_ev_per_a": 2.9,
  "total_energy_ha": -1561.1436,
  "relative_energy_kcal_mol": 108.2,
  "multiplicity": 1,
  "gap_ev": 8.98,
  "elements": ["C", "O", "C", "C", "C", "N", "H", "H", "H", "H", "H", "H", "H", "H", "H", "H", "H", "C", "O", "C", "C", "C", "N", "H", "H", "H", "H", "H", "H", "H", "H", "H", "H", "H", "C", "O", "C", "C", "C", "N", "H", "H", "H", "H", "H", "H", "H", "H", "H", "H", "H", "C", "O", "H", "H", "H", "H", "C", "O", "H", "H", "H", "H", "C", "O", "H", "H", "H", "H", "C", "O", "H", "H", "H", "H", "C", "O", "H", "H", "H", "H", "C", "O", "H", "H", "H", "H"],
  "coordinates": [[2.49413, -1.60643, 5.55488], [3.17806, -0.59344, 4.78858], [2.88778, -0.62014, 3.39188], [3.81436, 0.25497, 2.56115], [3.47919, 0.24618, 1.04881], [5.20616, -0.10353, 2.66561], [2.74470, -1.70994, 6.61063], [2.59708, -2.62123, 5.17059], [1.44336, -1.32537, 5.48428], [3.06596, -1.59812, 2.94477], [1.81909, -0.48531, 3.22509], [3.85844, 1.26715, 2.96322], [2.44363, 0.46364, 0.78723], [3.78976, -0.68041, 0.56602], [4.08226, 1.01042, 0.55858], [5.24182, -1.03261, 2.27109], [5.38086, -0.15383, 3.65911], [-2.98428, 5.51399, 1.11695], [-1.66624, 5.27841, 0.62461], [-0.67157, 4.57764, 1.41583], [-0.80082, 3.01505, 1.24964], [0.15192, 2.21322, 2.10967], [-0.63809, 2.61176, -0.19418], [-3.72990, 5.95325, 0.45422], [-3.06004, 6.17888, 1.97734], [-3.35645, 4.52126, 1.37008], [0.21462, 5.09138, 1.04320], [-0.74589, 4.89981, 2.45448], [-1.75759, 2.70428, 1.66929], [0.19779, 1.20568, 1.69632], [-0.24181, 2.22196, 3.12603], [1.10761, 2.72815, 2.01174], [-1.13930, 3.32561, -0.70340], [0.34274, 2.77056, -0.37540], [-4.91969, -4.15391, 2.22426], [-3.73827, -4.42452, 1.53025], [-2.72494, -3.51857, 1.81934], [-1.38970, -4.09859, 1.29761], [-0.06944, -3.53916, 1.81438], [-1.32818, -3.95379, -0.16701], [-4.81440, -4.11619, 3.30851], [-5.79602, -4.75367, 1.97843], [-5.26396, -3.14762, 1.98562], [-2.88345, -2.50724, 1.44494], [-2.64721, -3.26057, 2.87551], [-1.23511, -5.15686, 1.50800], [0.20229, -2.56800, 1.40073], [0.71550, -4.26609, 1.60571], [-0.43554, -3.32677, 2.81886], [-0.38805, -4.21963, -0.42311], [-1.10767, -2.97186, -0.25231], [-2.83075, -0.33432, -4.71659], [-1.66823, -0.62981, -5.44071], [-3.39073, -1.25952, -4.85273], [-2.53417, -0.11336, -3.69126], [-3.30861, 0.51565, -5.20374], [-1.93280, -1.10573, -6.23134], [1.68776, 3.46941, -2.66740], [1.47211, 4.40976, -1.70608], [1.61137, 2.49728, -2.18035], [0.93258, 3.52152, -3.45168], [2.72039, 3.52822, -3.01137], [1.48053, 5.27072, -2.13065], [1.71778, -0.97919, -4.73208], [3.11283, -0.69906, -4.74857], [1.49740, -1.12780, -5.78918], [1.44347, -1.84690, -4.13214], [1.21946, -0.06167, -4.41915], [3.51117, -1.48279, -5.13417], [-3.17085, 3.06414, -2.25273], [-3.64968, 1.74835, -1.94107], [-3.82083, 3.85755, -2.62168], [-2.95586, 3.48949, -1.27244], [-2.28648, 3.05378, -2.88982], [-3.00115, 1.34853, -1.35698], [2.37368, -3.52006, -0.95506], [1.27061, -4.32282, -1.12609], [2.72085, -3.74598, 0.05317], [3.14076, -3.63284, -1.72120], [1.88679, -2.54544, -0.98885], [0.96768, -4.34873, -2.03667], [-0.00104, -0.08464, -1.73028], [-0.99206, -0.01541, -0.62217], [1.01997, 0.11519, -1.40515], [0.06198, -1.09248, -2.14062], [-0.21905, 0.63105, -2.52297], [-1.01211, 0.88786, -0.29769]],
  "forces_ev_per_a": [[-0.84, 0.41, -0.99], [0.76, -0.54, 0.30], [-0.12, -0.89, -0.08], [-0.36, 1.36, -0.33], [0.05, 0.55, 0.36], [0.03, -0.54, 0.05], [0.59, 0.91, -0.14], [0.22, 0.02, -0.55], [-0.34, -0.34, 0.25], [0.10, -0.78, 0.35], [-0.22, 0.66, -0.03], [-0.89, 0.36, -0.17], [-0.13, -0.18, 0.24], [-0.18, -0.31, 0.20], [0.06, 0.10, 0.13], [0.69, -0.47, 0.17], [0.52, -0.32, 0.18], [0.15, -1.38, 0.95], [-0.26, 0.78, -0.77], [-1.40, 0.23, -0.20], [0.08, 0.73, -0.41], [0.15, 0.87, -0.50], [-0.54, 0.76, 1.92], [0.83, -0.10, -1.00], [0.62, -0.10, 0.42], [-0.58, 0.07, 0.43], [0.54, -0.96, -0.13], [-0.22, -0.28, 0.34], [-0.64, 0.32, -0.80], [0.13, -0.07, 0.29], [0.51, -0.15, 0.10], [0.46, -0.47, 0.49], [0.07, 0.09, -0.45], [0.26, 0.08, -0.33], [-0.77, 1.43, 0.18], [-0.52, -0.71, 0.07], [1.68, 0.05, 0.32], [0.72, -0.03, -1.78], [-1.59, 0.94, 1.08], [-0.36, 0.20, -0.30], [0.36, -0.46, 0.26], [0.65, -0.69, -0.31], [-0.01, 0.46, -0.20], [-0.25, 0.08, -0.99], [-0.03, -0.75, 0.73], [-1.12, -0.23, 0.24], [-0.09, 0.06, -0.30], [0.03, 0.17, 0.70], [1.63, -0.25, 0.98], [-0.06, -1.05, -0.04], [-0.87, 0.94, -0.38], [-0.05, -0.47, -0.61], [1.83, 0.00, -0.66], [-1.00, 0.39, 0.97], [-0.41, -0.10, -0.06], [-0.48, 0.10, 0.44], [0.16, 0.08, -0.01], [0.55, -1.63, -0.65], [-0.53, 1.77, 1.57], [-0.14, -0.17, -0.12], [0.23, -0.12, -0.38], [-0.04, -0.05, -0.67], [-0.03, 0.16, 0.22], [0.37, 0.72, -1.13], [0.37, -0.29, 0.69], [-0.93, -0.30, 0.12], [-0.05, 0.07, 0.12], [-0.13, -0.31, 0.19], [0.36, 0.11, 0.00], [0.66, 0.11, 1.65], [-0.77, 0.71, -1.17], [-1.01, -1.05, -0.57], [0.69, 0.40, -0.04], [0.13, -0.10, 0.01], [0.23, -0.12, 0.04], [-0.36, 1.28, 0.29], [-0.96, -2.57, -0.66], [0.45, 0.27, -0.17], [0.14, -0.02, 0.14], [1.24, 0.93, 0.20], [0.09, 0.07, -0.10], [-0.80, 0.27, 1.36], [1.16, -1.90, -1.86], [0.08, 0.25, 0.44], [-0.66, 0.00, 0.10], [-0.29, -0.06, -0.06], [0.42, 1.01, -0.17]],
  "mulliken_charge": [-0.735, -0.396, -0.507, 0.487, -1.056, -0.764, 0.279, 0.300, 0.291, 0.181, 0.314, 0.358, -0.037, 0.303, 0.367, 0.308, 0.298, -0.741, -0.351, -0.843, 0.710, -1.456, -0.298, 0.265, 0.310, 0.291, 0.214, 0.475, 0.304, 0.041, 0.455, 0.359, 0.115, -0.062, -0.805, -0.315, -0.720, 0.472, -1.091, -0.830, 0.312, 0.288, 0.316, 0.273, 0.427, 0.335, 0.063, 0.288, 0.449, 0.604, 0.072, -0.336, -0.493, 0.330, 0.038, 0.191, 0.286, -0.348, -0.489, -0.065, 0.269, 0.367, 0.309, -0.230, -0.546, 0.355, 0.128, 0.012, 0.295, -0.032, -0.563, 0.387, -0.144, 0.149, 0.334, -0.314, -0.593, 0.248, 0.359, -0.044, 0.284, -0.716, -0.439, 0.422, 0.240, 0.276, 0.158]
}


Entry 2:
{
  "formula": "C18H58N2NaO16",
  "method": "the ωB97M-V functional and the def2-TZVPD basis",
  "lumo_ev": 1.9,
  "largest_force_ev_per_a": 3.9,
  "total_energy_ha": -2196.2336,
  "multiplicity": 1,
  "charge": -1,
  "gap_ev": 7.77,
  "elements": ["Na", "O", "C", "C", "O", "H", "H", "H", "H", "O", "H", "H", "O", "H", "H", "O", "H", "H", "O", "H", "H", "C", "C", "C", "O", "C", "N", "H", "H", "H", "H", "H", "H", "H", "H", "H", "H", "H", "C", "C", "C", "O", "C", "N", "H", "H", "H", "H", "H", "H", "H", "H", "H", "H", "H", "C", "C", "O", "O", "H", "H", "H", "H", "H", "H", "C", "C", "O", "O", "H", "H", "H", "H", "H", "H", "C", "C", "O", "O", "H", "H", "H", "H", "H", "H", "C", "C", "O", "O", "H", "H", "H", "H", "H", "H"],
  "coordinates": [[0.72689, -1.44125, -0.06057], [2.03446, 1.69147, 4.01918], [1.19474, 1.88279, 2.92087], [1.32637, 1.21688, 1.52844], [0.75895, -0.00438, 1.31073], [1.33935, 2.92121, 2.86586], [0.22517, 1.63633, 3.37133], [2.40048, 1.14800, 1.22087], [0.86945, 1.99420, 0.84833], [5.78933, -2.17061, 1.84989], [5.51592, -1.74424, 1.01202], [4.95438, -2.56085, 2.11791], [4.21085, -0.62567, -0.69991], [2.91926, 1.42541, 3.66917], [3.41447, -0.53338, -0.16944], [-3.91178, 0.05459, -0.12506], [-4.45306, 0.40268, 0.61255], [-3.64417, 0.81316, -0.64198], [2.24681, -1.96999, -1.77389], [3.69833, -1.17134, -1.38631], [2.39921, -2.90313, -1.53581], [-2.93813, -3.82860, 1.66087], [-1.62124, -3.08147, 1.52205], [-0.52367, -4.13403, 1.18079], [0.67839, -3.47467, 0.92570], [1.78900, -4.37252, 0.97236], [-1.61381, -2.13827, 0.45150], [-3.76389, -3.09558, 1.77558], [-3.03378, -4.46666, 2.51106], [-3.13144, -4.40410, 0.75425], [-1.38830, -2.54635, 2.42667], [-0.88212, -4.72266, 0.31984], [-0.33223, -4.79072, 2.05137], [2.71824, -3.77883, 1.00354], [1.87522, -5.03383, 0.10425], [1.69956, -4.99713, 1.89659], [-1.89116, -1.17778, 0.66162], [-2.06092, -2.48872, -0.39919], [1.35740, 3.06288, -2.05011], [2.24623, 2.28138, -2.95051], [2.40107, 2.99480, -4.32003], [1.22275, 3.43076, -4.91266], [0.40767, 2.32601, -5.23396], [3.67224, 2.18947, -2.44545], [2.00468, 3.90791, -1.77229], [1.20970, 2.46576, -1.16757], [0.40788, 3.44305, -2.45548], [1.75041, 1.29604, -3.06745], [3.02967, 2.34087, -4.94455], [2.88170, 3.91710, -4.00736], [-0.13676, 1.91507, -4.38182], [1.00530, 1.55410, -5.73753], [-0.29875, 2.73279, -5.99229], [3.92928, 1.19797, -2.30043], [3.60207, 2.53271, -1.50246], [-0.97526, -0.78014, -3.36128], [-0.73430, -2.29197, -3.60284], [0.61159, -2.55880, -4.06496], [-0.08536, -0.17274, -2.47155], [-1.96941, -0.57379, -2.98481], [-1.01238, -0.24370, -4.31466], [-1.42075, -2.53055, -4.43951], [-0.90466, -3.00502, -2.79921], [1.40358, -2.45136, -3.49318], [0.76072, -0.56535, -2.49820], [2.27286, -2.55126, 4.09926], [1.26022, -1.51053, 4.49815], [0.33508, -1.20296, 3.47425], [2.88268, -1.95205, 2.89087], [1.81570, -3.54095, 3.92480], [3.06513, -2.59609, 4.82697], [1.81554, -0.61605, 4.86381], [0.60132, -1.93607, 5.28065], [0.56904, -0.58247, 2.68685], [2.15019, -1.65391, 2.28634], [-2.66013, 3.29021, -1.29949], [-2.87185, 4.75193, -1.47555], [-4.31019, 4.99651, -1.39087], [-3.40467, 2.53988, -2.30115], [-2.89816, 2.94946, -0.29229], [-1.61391, 3.00212, -1.43850], [-2.52040, 5.11750, -2.43949], [-2.32665, 5.32517, -0.73123], [-4.47107, 5.90039, -1.65897], [-4.30882, 2.65203, -1.93387], [-3.65844, 0.57434, 3.32724], [-2.39220, 1.04670, 2.67035], [-2.22564, 2.43526, 2.68964], [-4.86865, 1.03795, 2.69785], [-3.66719, 0.94078, 4.35810], [-3.64744, -0.51812, 3.39287], [-2.23937, 0.70760, 1.65509], [-1.63710, 0.63915, 3.36070], [-2.13622, 2.81119, 1.81954], [-4.87109, 1.99710, 2.65715]],
  "forces_ev_per_a": [[-0.16, -0.69, -1.24], [3.08, -2.26, 0.54], [-1.36, -0.33, 0.12], [0.66, 0.68, -0.42], [-0.13, 0.49, 1.46], [-0.87, 1.88, -1.38], [-0.21, 0.33, -0.71], [-0.07, 0.59, 0.34], [0.27, -0.34, 0.42], [-0.10, 0.17, -0.85], [0.30, -0.01, 0.33], [-0.32, 0.04, 0.43], [-0.46, -0.44, -0.66], [-0.85, 0.24, 0.58], [0.11, 0.46, 0.71], [-0.47, -0.13, 0.61], [0.33, -0.15, -0.29], [0.10, 0.28, -0.37], [-0.26, -0.50, -0.13], [0.45, 0.00, 0.23], [-0.04, 0.58, -0.23], [-1.00, 1.16, -0.39], [0.38, -1.30, -0.32], [-0.68, 0.50, 1.21], [1.13, -0.62, -0.35], [0.32, 0.20, 0.62], [0.03, 0.86, -1.20], [0.38, -0.28, -0.24], [0.34, -0.66, 0.66], [-0.10, -0.08, -0.03], [0.41, 0.06, 0.43], [0.25, -0.04, 0.05], [-0.49, -0.08, -0.30], [-0.51, -0.14, 0.16], [-0.43, 0.00, -0.08], [0.28, 0.38, -0.62], [-0.21, -0.69, -0.07], [-0.03, 0.40, 0.47], [0.77, 1.01, 0.69], [0.31, -1.11, -1.76], [0.49, 0.10, 1.83], [-0.48, -0.57, -0.27], [-0.65, 0.72, -1.45], [-1.43, -0.93, -0.01], [-0.57, 0.37, 0.26], [-0.43, -0.07, 0.51], [0.45, -0.35, -0.11], [0.74, 0.24, -0.14], [-0.12, 0.43, -0.25], [0.72, 0.07, -0.50], [0.10, -0.04, 0.06], [-0.12, -0.13, 0.23], [0.11, -0.53, 0.57], [-0.19, 0.63, -0.16], [0.39, 0.19, 0.50], [-0.14, -0.68, 0.03], [1.49, 0.57, -0.71], [-0.74, 0.00, -1.43], [-1.52, 1.15, 0.69], [-0.44, -0.39, 0.45], [0.59, -0.24, -0.35], [0.47, -0.25, 0.31], [-0.49, 0.47, 0.57], [-0.98, 0.43, 1.12], [1.90, -1.24, -0.28], [-0.07, 1.51, -2.10], [-1.07, 0.30, 0.68], [-0.24, -0.25, 0.31], [-0.50, -1.03, 0.04], [0.26, 0.29, -0.20], [0.32, -0.25, 0.27], [-0.53, -0.46, -0.18], [0.54, 0.33, 0.23], [0.30, -0.43, 0.06], [0.63, -0.33, 0.95], [0.72, -1.09, -1.09], [-0.98, 0.84, -0.20], [0.92, -0.38, 0.30], [-0.62, 0.52, 1.87], [-0.43, 0.09, 0.19], [-0.02, 0.30, -0.08], [0.08, -0.34, -0.24], [0.00, 0.02, 0.43], [-0.06, 0.19, -0.06], [0.39, -0.22, -1.01], [-0.57, 0.92, 0.07], [0.81, -0.70, 0.68], [-0.60, 1.26, 0.76], [-0.02, -0.85, -0.40], [0.11, 0.01, 0.07], [-0.29, 0.15, -0.37], [-0.04, -0.58, -0.05], [0.28, -0.23, -0.65], [0.09, -0.15, -0.37], [0.34, 0.13, 0.19]],
  "mulliken_charge": [0.471, -0.606, -1.242, 0.360, 0.431, 0.636, -0.001, 0.287, -0.365, -0.698, 0.357, 0.290, -0.824, 0.332, 0.242, -0.611, 0.333, 0.251, -1.042, 0.495, 0.035, -1.882, 0.986, -1.001, 0.279, -0.984, 0.326, 0.339, 0.451, 0.407, 0.004, 0.248, 0.387, 0.166, 0.240, 0.395, -0.421, 0.124, -0.928, 1.849, -1.225, -0.385, -0.401, -0.779, 0.499, -0.132, 0.201, -0.647, 0.400, 0.429, -0.061, 0.336, 0.322, 0.365, 0.289, -0.332, -0.329, -0.613, 0.021, 0.379, 0.220, 0.338, 0.069, 0.321, -0.129, -0.289, -0.549, -0.241, -0.319, 0.116, 0.449, 0.209, 0.339, -0.141, 0.117, -0.010, -0.536, -0.560, -0.587, 0.078, 0.142, 0.333, 0.385, 0.299, 0.428, -0.843, 0.943, -0.612, -0.596, 0.417, 0.256, -0.120, -0.115, 0.398, 0.333]
}